# C3H11N2O

2 unconnected molecules or ions with the total composition C3H11N2O (ωB97M-V/def2-TZVPD, the OMol25 dataset).

## Properties
- Molar mass: 91.13 g mol⁻¹
- HOMO-LUMO gap (alpha / beta): 9.5 / 6.1 eV
- E: -305.5327 Eh
- Relative energy (zero: lowest compared OMol25 entry of this formula, charge and spin): 24.53 kcal per mole
- Multiplicity: 2

XYZ file:
```
17
Properties=species:S:1:pos:R:3:mulliken_charge:R:1
C 0.41 -1.99 -0.03 -0.244
O 0.24 -0.65 -0.19 -0.371
C -0.21 -2.46 1.32 -0.972
H 1.47 -2.30 -0.14 0.314
H -0.07 -2.63 -0.79 0.242
H 0.26 -3.34 1.77 0.329
H -1.24 -2.74 1.17 0.279
H -0.08 -1.59 1.98 0.297
N -1.35 1.94 -0.82 -0.663
C -0.11 2.50 -0.20 -0.483
N 1.14 1.78 -0.38 -0.674
H -1.26 2.01 -1.84 0.245
H -1.22 0.94 -0.67 0.307
H -0.04 3.51 -0.59 0.396
H -0.35 2.49 0.86 0.300
H 0.94 0.78 -0.13 0.462
H 1.48 1.75 -1.34 0.236
```

=====

# C3H11N2O

2 unconnected molecules or ions with the total composition C3H11N2O (ωB97M-V/def2-TZVPD, the OMol25 dataset).

## Properties
- Molar mass: 91.13 g mol⁻¹
- HOMO-LUMO gap: 11.0 eV
- E: -305.4344 Eh
- Relative energy (zero: lowest compared OMol25 entry of this formula, charge and spin): 11.49 kcal per mole
- Net charge: +1

XYZ file:
```
17
Properties=species:S:1:pos:R:3:mulliken_charge:R:1
C 3.04 -0.13 -0.50 -0.797
N 1.67 -0.72 -0.54 -0.262
H 1.87 -1.72 -0.62 0.378
H 0.88 -0.47 0.10 0.321
H 1.28 -0.44 -1.44 0.384
H 3.01 0.96 -0.58 0.320
H 3.66 -0.49 -1.33 0.345
H 3.54 -0.37 0.44 0.346
C -2.62 0.19 -0.46 -1.075
C -1.55 0.51 0.49 0.798
O -0.33 0.68 0.25 -0.813
N -1.87 0.55 1.83 -0.380
H -2.23 0.01 -1.45 0.284
H -3.36 0.98 -0.58 0.336
H -1.11 0.98 2.34 0.259
H -2.75 0.22 2.19 0.210
H -3.12 -0.73 -0.14 0.347
```

=====

# C3H11N2O

2 unconnected molecules or ions with the total composition C3H11N2O (ωB97M-V/def2-TZVPD, the OMol25 dataset).

## Properties
- Molar mass: 91.13 g mol⁻¹
- HOMO-LUMO gap: 9.7 eV
- E: -305.3859 Eh
- Relative energy (zero: lowest compared OMol25 entry of this formula, charge and spin): 41.97 kcal per mole
- Net charge: +1

XYZ file:
```
17
Properties=species:S:1:pos:R:3:mulliken_charge:R:1
C -3.08 0.42 -0.18 -1.162
C -2.06 -0.67 -0.80 -0.399
N 1.51 -0.26 -1.28 -0.259
C 0.34 -0.71 -0.89 0.245
N -0.75 -0.02 -0.62 -0.202
H -2.56 0.98 0.64 0.331
H -3.93 -0.09 0.27 0.344
H -3.48 1.19 -0.79 0.382
H -2.53 -0.98 -1.80 0.274
H -2.13 -1.54 -0.12 0.354
H 2.33 -0.79 -1.33 0.246
H 1.61 0.73 -1.51 0.238
H 0.28 -1.82 -0.68 0.309
H -0.89 0.89 -1.05 0.299
H 5.91 0.72 3.46 0.337
H 4.36 0.91 3.64 0.310
O 5.07 1.05 3.06 -0.648
```